[1]
Computed, not measured: a gas-phase ion, C5H11N2O (charge +1) in a non-equilibrium geometry, with wB97M-V/def2-TZVPD.

```
! wB97M-V def2-TZVPD RIJCOSX def2/J DEFGRID3
* xyz 1 1
O -1.8746 1.2500 -0.2238
H -1.9145 -0.4417 -1.4196
H 0.8624 0.1703 -1.8983
H 0.2021 2.8098 -0.6029
H 1.7002 -0.7963 -0.6352
C 0.6558 2.1192 0.1079
C 0.2813 -0.4899 1.2424
H 1.7481 0.4779 2.6311
H 0.4010 -1.4792 -1.6262
C 1.5643 0.4425 1.5035
C -1.5130 -0.0617 -0.3914
N -0.1565 -0.0911 -0.0523
H -2.8731 1.3146 -0.3818
H -0.3330 -0.3063 2.0707
H 2.4412 -0.0322 0.9494
H 0.8176 -1.4253 1.2926
H -2.1880 -0.8256 0.1895
C 0.7564 -0.5559 -1.1264
N 1.3753 1.5860 0.8212
*
```

SMILES string = C#[N+]CCN(C)CO
frontier orbital gap = 0.365 Ha
molecular weight = 115.2 g/mol
lowest unoccupied orbital energy = -3.75 eV
ΔE to the lowest compared entry with this formula, charge and spin = 110.46 kcal per mole
energy = -381.48793 Ha
strongest force on any atom = 4.779 eV/A

Here are the Mulliken charges for atoms 1 to 5, given in e: O -0.510; H 0.348; H 0.361; H 0.413; H 0.347

***

[2]
Computed, not measured: a molecular structure, C13H28As4F33N2O11S3 in a non-equilibrium geometry, with wB97M-V/def2-TZVPD.

```
! wB97M-V def2-TZVPD RIJCOSX def2/J DEFGRID3
* xyz -5 1
C 1.5850 0.8975 2.9603
C 3.9224 0.8809 2.6948
F 1.0023 6.6099 3.4305
S -3.7720 5.7563 -3.3404
H -3.0398 0.5351 -1.0078
F -8.4655 -0.5333 -3.5416
H 3.9731 -0.7682 4.7727
H -0.5432 0.0298 5.1970
H -1.1461 1.9773 -1.6192
F -5.9667 -0.8494 -3.6508
H 3.7920 1.4504 1.7771
H 2.2421 -0.8065 5.0580
O 3.8155 6.0197 2.4313
O -4.0159 5.0016 -2.1252
O -3.5373 7.1734 -3.2029
F 2.5567 1.6097 -6.6245
F -7.0715 -0.2408 -1.4982
F 6.4721 -2.8518 2.2975
C 3.0342 -0.2206 4.6426
F -2.4261 -1.6654 4.8209
S 5.7848 -2.0717 -0.1718
H 1.8661 -0.8864 -1.3562
O -4.5773 5.4278 -4.4610
As -7.2285 -1.5108 -2.6295
F -4.8881 0.8775 4.8943
O 5.0331 -1.0367 0.5406
H 0.0442 0.7913 -1.1073
H 2.4165 -1.2468 1.4865
F 4.9249 -4.0563 1.4184
H -1.5052 -2.1107 -2.6184
F -2.7794 0.5253 3.6602
H 3.5459 -1.8261 2.6966
C 1.2508 5.6194 2.5323
F 0.2880 0.6159 -6.8027
F -1.2189 -5.0758 -0.2544
As -3.6799 -0.3751 4.8439
F -6.0693 -2.5237 -1.7995
F -4.5817 -1.1659 3.6423
H 0.8207 -2.6533 -1.9035
H 1.8295 1.8442 3.4082
As 1.8236 0.1086 -6.0338
H -0.0315 1.3349 -2.7769
C -2.1370 5.1344 -3.8993
F -2.2142 3.7980 -4.0977
As -0.1565 -6.3276 0.2888
H 2.9913 0.7214 5.1812
F 3.3355 -0.4619 -5.3092
H 4.1740 1.6292 3.4252
F 0.2938 4.6619 2.6673
H -0.1264 -1.0496 -3.3809
H -2.8648 1.1972 -3.3159
H -1.8233 -0.4980 -0.1820
F 1.1862 -5.3133 -0.0231
O 7.2133 -1.8384 -0.3603
F 1.3900 0.9968 -4.5860
F -1.1585 5.2993 -3.0745
H 1.8340 -1.7194 3.0819
O 0.2407 0.4572 4.8232
C -2.3818 -0.3120 -1.1031
F -2.6974 0.4476 6.1727
H -0.3201 -2.3959 -0.6146
C 0.2568 0.3931 3.4356
H 1.5968 0.9574 1.8821
O 2.9435 4.5629 4.1913
H -1.7644 0.3191 -4.3864
C -0.7276 -1.3623 -2.5360
O 1.1257 -1.0138 -0.7894
N -1.4971 -0.0494 -2.2461
H 4.7674 0.2275 2.5214
H -3.0793 -1.1658 -1.3438
C 5.9974 -3.2970 1.1042
F 1.0100 -1.3708 -5.4021
C 0.2172 -1.8543 -1.4467
H 0.1399 -0.6103 3.0776
F -8.5863 -2.1811 -1.5967
F -0.1534 -5.7303 1.9444
F 6.8964 -4.2546 0.6940
H -0.5308 0.9824 3.0214
S 2.9670 4.8953 2.7817
F 0.9211 -7.6891 0.7748
F 1.1433 6.1133 1.3026
C -0.6480 1.0759 -1.9230
F -7.4518 -2.7903 -3.8616
N 2.8146 0.0650 3.1894
O 5.1098 -2.9235 -1.1003
C -2.2987 0.2834 -3.4302
H -3.0696 -0.4830 -3.5720
F -0.1413 -6.9755 -1.3691
O 2.8956 3.8003 1.8961
F -4.5566 -1.2168 6.1922
F -1.5373 -7.3561 0.7044
F 2.2033 -0.8162 -7.5586
C 2.6611 -1.2655 2.5422
F -1.8830 5.6917 -5.0678
*
```

frontier orbital gap = 0.301 Ha
molecular weight = 1411.2 g/mol
lowest unoccupied orbital energy = 7.78 eV
ΔE to the lowest compared entry with this formula, charge and spin = 0.00 kcal per mole
energy = -14883.04407 Ha
strongest force on any atom = 3.492 eV/A

Here are the Mulliken charges for atoms 1 to 5, given in e: C -0.255; C -0.944; F -0.264; S 1.120; H 0.396

***

[3]
Computed, not measured: a molecular structure, C26H40BBaF2NP2, with wB97M-V/def2-TZVPD.

```
! wB97M-V def2-TZVPD RIJCOSX def2/J DEFGRID3
* xyz 0 1
F -5.6859 -2.0232 -2.0156
H 4.0392 4.6354 -3.0071
H -1.4508 3.4262 -0.7338
H 3.0659 -2.0048 -3.4423
C -1.8262 0.9036 1.4977
C -3.3690 -1.6346 3.7926
H -2.4331 -3.7224 2.2814
H -3.7383 4.3647 3.5349
H 0.5306 3.5662 -0.0843
H 4.9340 -1.2229 -0.3188
H -4.2972 -2.1856 3.9591
H 2.7477 -3.5179 -1.0200
H -2.5898 -2.1339 4.3699
H 2.3525 4.6349 -1.2412
C -3.0393 -1.6268 2.2976
H 2.6079 -0.6672 0.0964
C 0.7198 1.6341 -1.0250
H 4.4042 -0.1657 -1.6224
H -0.8647 -0.4054 4.0811
C -1.2452 1.6233 0.4218
C 0.0872 -2.2861 3.6065
H 1.6028 -0.0153 3.7761
C 4.1033 3.5485 -3.0607
C -2.7503 1.5505 2.3272
H -0.7665 -2.9074 3.8762
B -4.8092 -1.0095 -1.8006
H -3.1422 1.0173 3.1833
H 0.6353 1.0284 2.7214
H 0.5963 -2.7624 2.7648
H 4.5670 -1.9093 -1.8944
H 5.0540 3.2536 -2.6092
H 3.3179 -3.0312 0.5739
H 1.0676 -3.4861 -3.0628
C 4.2593 -1.1481 -1.1744
H 1.5026 -3.3460 -4.7725
C -4.1822 3.5012 3.0352
C 2.9360 2.9035 -2.3615
C 0.9091 -0.0055 2.9325
C 2.1363 3.5938 -1.4572
C -0.3197 -0.8588 3.2467
H 2.9705 -0.0438 -4.8414
H 1.4330 -0.3980 2.0569
C 2.6026 -2.7905 -0.2160
H 4.1424 3.2692 -4.1148
H 1.5937 -2.9194 0.1803
H -4.1334 -3.4485 1.8853
H 2.0580 -1.2540 -5.7243
H 1.2119 -0.0008 -4.8162
C 1.1386 -2.7936 -3.9034
C 2.0791 -0.6644 -4.8051
P -1.4189 -0.8590 1.7589
H -5.0576 3.8530 2.4866
C -3.1227 -3.0580 1.7553
F -5.5083 0.1272 -1.5152
C -3.1974 2.8400 2.1108
H -3.0961 4.4785 0.7250
C -2.7172 3.4930 0.9735
H 0.7770 -2.2775 4.4534
H -3.5065 -0.6392 4.2100
P 1.4950 -0.9105 -1.9483
C 1.0795 2.9877 -0.8118
C 1.5784 0.9059 -1.9134
Ba -1.7429 -0.7165 -1.5323
H -3.7906 -1.0280 1.7704
H -4.5245 2.8102 3.8052
N -0.2997 0.9993 -0.3735
C 2.6452 1.5618 -2.5359
H 3.2993 0.9886 -3.1782
C 2.8190 -1.3647 -0.7209
H 0.1273 -2.4459 -4.1402
C -1.7796 2.9037 0.1541
H -2.8832 -3.1091 0.6916
C 2.0605 -1.6063 -3.5990
*
```

frontier orbital gap = 0.242 Ha
molecular weight = 614.7 g/mol
lowest unoccupied orbital energy = -0.08 eV
ΔE to the lowest compared entry with this formula, charge and spin = 0.00 kcal per mole
energy = -2002.34892 Ha
strongest force on any atom = 0.479 eV/A

Here are the Mulliken charges for atoms 1 to 5, given in e: F -0.242; H 0.394; H 0.749; H 0.157; C 1.475

***

[4]
Computed, not measured: a molecular structure, C24H38GaN2O2PS2, with wB97M-V/def2-TZVPD.

```
! wB97M-V def2-TZVPD RIJCOSX def2/J DEFGRID3
* xyz 0 1
S 0.6065 0.1187 1.8627
H 1.1793 -3.0551 2.7784
H 2.9984 6.1488 1.0631
H -5.4253 -3.0094 -2.8498
H 0.1941 -4.3383 -1.8923
C 0.9962 8.8253 -0.2654
C -4.6042 -3.2066 -3.5406
H 6.4548 -1.6167 4.3615
C 1.7159 -0.3198 0.7621
H -6.3284 -4.5711 -1.4122
C 1.5188 4.4837 -1.5687
H 0.0505 9.2570 0.0566
C -1.3105 4.5794 0.3314
O 2.8308 6.9283 0.5266
H -0.3991 -4.8475 2.3294
H 2.8337 2.6755 -0.1645
C 4.3328 -1.5417 4.1097
H 2.4539 4.6402 -1.0235
H -2.1353 -3.0059 -1.2694
C -1.2352 4.7728 1.8190
C -3.5291 -5.1312 -2.2275
H -2.2965 4.9321 0.0170
C 1.1390 2.9958 -1.5160
H -3.2739 4.5488 2.2779
C 0.9980 -3.3426 1.7541
H 0.0672 2.8521 -1.3636
H -6.0286 -5.9122 -0.2984
H 4.1543 -1.5128 5.1766
P 1.1593 7.2562 0.6942
H 6.9073 -1.6620 1.9276
H -2.5091 -3.6890 -3.4835
H 1.4228 2.4678 -2.4341
H -3.9163 -5.8253 -2.9748
H 0.9670 8.6471 -1.3410
C -3.3727 -3.7309 -2.8205
H -3.1699 -1.8415 -1.8647
C -0.2054 -4.7196 0.1857
H -0.6833 6.4674 -1.9134
H 4.9939 -1.6515 0.3260
C 3.2694 -1.5105 3.2207
N -3.0780 -2.8347 -1.6493
H -1.2818 3.5037 0.1144
H 1.2580 2.3425 0.5705
H -2.1551 5.0924 3.6790
H 1.8358 9.4768 -0.0248
S 2.0285 0.5135 -0.7307
H -0.2550 4.8961 2.2748
C 1.6225 -2.6711 0.6991
O -4.3325 -5.0856 -1.0686
H -4.9436 -3.9319 -4.2771
C 5.8859 -1.6343 2.2816
C 5.6418 -1.6032 3.6485
H -2.5471 -5.4960 -1.9134
H -5.8327 -6.1633 -2.0424
H 1.8257 -2.5210 -1.4120
C 1.3413 -3.0583 -0.6067
H 1.7155 4.7723 -2.6011
H 2.2601 -1.4323 3.5974
C -2.2858 4.8086 2.6421
H -0.9487 -5.4924 0.0252
C -5.7069 -5.4493 -1.2277
C 3.5110 -1.5728 1.8512
C 4.8213 -1.6307 1.3934
C 0.0970 -4.3661 1.4978
N 2.4909 -1.5431 0.8303
C 1.8344 2.2863 -0.3508
H -3.7377 -3.0811 -0.8993
C 0.4285 -4.0690 -0.8668
Ga 0.0691 5.6660 -0.7231
H -4.3831 -2.2776 -4.0678
*
```

frontier orbital gap = 0.121 Ha
molecular weight = 551.4 g/mol
lowest unoccupied orbital energy = -1.38 eV
ΔE to the lowest compared entry with this formula, charge and spin = 0.00 kcal per mole
energy = -4259.59095 Ha
strongest force on any atom = 0.861 eV/A

Here are the Mulliken charges for atoms 1 to 5, given in e: S -0.243; H 0.188; H 0.297; H 0.380; H 0.498

***

[5]
Computed, not measured: 2 unconnected molecules or ions with the total composition C7H17NO in a non-equilibrium geometry, with wB97M-V/def2-TZVPD.

```
! wB97M-V def2-TZVPD RIJCOSX def2/J DEFGRID3
* xyz 0 1
H -0.0244 -2.0522 -1.0256
H -1.5790 2.3336 -0.2449
H 1.8240 0.4611 -1.9743
H 2.0500 -1.3285 -1.2434
H 0.1345 2.6861 2.1615
H -0.8636 0.0394 -1.6344
H 1.4147 1.1793 -3.2313
C -1.2759 1.2246 1.5649
C -0.5356 1.8799 2.4476
C -1.5271 0.1837 -0.7851
H -2.0914 -1.1450 0.7424
H 1.0767 -1.4860 1.6624
O 2.1828 0.7624 -2.8177
C 2.2412 -1.3755 -0.1700
H -0.0962 1.6132 -0.0362
H -0.5883 1.6731 3.5119
C -0.2428 -1.7751 0.0115
C -1.1190 1.4003 0.0669
H -2.5447 0.3435 -1.0876
H 0.8927 -0.0216 0.7163
H 2.5640 -2.3744 0.0009
H -2.0339 0.5571 1.9723
H 3.0734 -0.7293 0.1049
H -0.5054 -2.6927 0.5294
C 0.9745 -1.1032 0.6600
N -1.5396 -1.0840 -0.0967
*
```

SMILES string = C=CCCNCCC.O
frontier orbital gap = 0.347 Ha
molecular weight = 131.2 g/mol
lowest unoccupied orbital energy = 0.84 eV
ΔE to the lowest compared entry with this formula, charge and spin = 54.74 kcal per mole
energy = -406.84309 Ha
strongest force on any atom = 1.675 eV/A

Here are the Mulliken charges for atoms 1 to 5, given in e: H 0.340; H 0.517; H 0.308; H 0.428; H 0.273